Density functional theory data (wB97M-V/def2-TZVPD) for one molecule with the formula C6H10N2O at a distorted geometry.

XYZ file:
```
19
Properties=species:S:1:pos:R:3:mulliken_charge:R:1
H 0.70 2.03 -0.91 0.2499
N 1.12 1.36 -0.28 -0.6876
C 0.43 0.47 0.28 0.4686
C 0.89 0.06 1.78 -0.2211
C 1.23 0.97 2.68 -0.6907
N -0.52 -0.40 -0.16 0.1090
C -1.61 -0.80 0.71 -1.0901
C -0.77 -0.57 -1.66 0.6890
C 0.37 -0.32 -2.62 -1.1832
O -1.81 -1.06 -2.02 -0.5445
H 1.00 -1.00 1.96 0.3064
H 1.08 2.02 2.47 0.2654
H 1.67 0.71 3.63 0.2796
H -1.40 -1.76 1.17 0.2892
H -2.52 -0.90 0.12 0.3914
H -1.79 -0.04 1.47 0.4053
H 0.30 0.69 -3.02 0.2593
H 1.34 -0.46 -2.14 0.3601
H 0.29 -1.02 -3.45 0.3443
```

## Properties
SMILES = [H]/N=C(/C=C)N(C)C(C)=O
Gap between HOMO and LUMO = 10.013 eV
Total charge = 0
HOMO = -9.16 eV
Energy above the lowest of the compared OMol25 structures with the same formula, charge and spin = 181.8 kJ/mol
Energy = -11410.2034 eV
Multiplicity = 1

Density functional theory data (wB97M-V/def2-TZVPD) for one molecule with the formula C6H10N2O2 at a distorted geometry.

XYZ file:
```
20
Properties=species:S:1:pos:R:3:mulliken_charge:R:1
H 2.64 -2.84 0.87 0.2957
N 1.93 -2.81 0.08 -0.7178
C 1.47 -1.62 0.09 0.1733
O 2.04 -0.73 0.98 -0.5673
C 0.66 -1.09 -1.04 -0.0251
N 0.94 0.23 -1.59 -0.6191
C -0.34 0.03 -0.95 -0.3453
C -0.63 0.84 0.29 0.9614
O 0.49 1.41 0.90 -0.6632
C -1.70 0.39 1.22 -0.8035
C -1.92 1.61 0.36 -0.7668
H 1.66 0.17 0.86 0.4834
H 0.41 -1.89 -1.75 0.4488
H 0.90 0.25 -2.60 0.2603
H -1.21 -0.11 -1.60 0.4524
H 0.90 2.03 0.28 0.4048
H -2.24 -0.53 0.97 0.2365
H -1.52 0.55 2.29 0.2698
H -1.88 2.58 0.85 0.2698
H -2.61 1.53 -0.48 0.2519
```

## Properties
SMILES = [H]/N=C(\O)[C@@H]1N[C@@H]1C1(O)CC1
Gap between HOMO and LUMO = 10.172 eV
Total charge = 0
HOMO = -9.50 eV
Energy above the lowest of the compared OMol25 structures with the same formula, charge and spin = 247.9 kJ/mol
Energy = -13457.3722 eV
Multiplicity = 1

Density functional theory data (wB97M-V/def2-TZVPD) for one molecule with the formula C6H10N2O2 at a distorted geometry.

XYZ file:
```
20
Properties=species:S:1:pos:R:3:mulliken_charge:R:1
H 0.54 2.52 2.40 0.3151
N -0.16 2.39 1.55 -0.6449
C -0.48 1.26 2.00 0.2559
O -1.72 0.81 2.15 -0.3713
C 0.63 0.34 1.27 0.4933
O 1.40 -0.17 2.05 -0.5875
C 0.62 -0.08 -0.17 1.1480
C 0.58 1.02 -1.22 -1.6482
N 1.43 -1.25 -0.49 -0.8139
C -0.01 -1.43 -0.41 -0.1189
C -0.78 -1.76 -1.66 -1.3669
H -2.34 1.55 2.08 0.3686
H 0.87 0.61 -2.19 0.5410
H -0.43 1.44 -1.32 0.2809
H 1.30 1.81 -0.98 0.3547
H 1.88 -1.60 0.35 0.3355
H -0.38 -1.92 0.50 0.4743
H -0.33 -1.30 -2.55 0.3233
H -0.80 -2.85 -1.80 0.3668
H -1.82 -1.41 -1.58 0.2942
```

## Properties
SMILES = [H]/N=C(/O)C(=O)[C@@]1(C)N[C@@H]1C
Gap between HOMO and LUMO (alpha / beta) = 8.963 / 8.962 eV
Total charge = 0
HOMO (alpha / beta) = -8.77 / -8.77 eV
Energy above the lowest of the compared OMol25 structures with the same formula, charge and spin = 443.0 kJ/mol
Energy = -13455.3505 eV
Multiplicity = 1

Density functional theory data (wB97M-V/def2-TZVPD) for C6H10N2O2 as an isolated structure at a distorted geometry.

XYZ file:
```
20
Properties=species:S:1:pos:R:3:mulliken_charge:R:1
O -1.52 0.91 -0.26 -0.6337
C -0.51 -0.06 -0.30 1.0613
C -1.06 -1.29 -1.01 0.2846
N -2.26 -1.70 -0.89 -0.7884
C 0.95 0.35 -0.67 -0.4821
C 1.14 1.64 0.14 -0.6732
C 0.57 1.13 1.50 -0.7659
C 0.22 -0.30 1.06 -0.4223
N 1.46 -0.66 0.31 -0.7026
H -1.66 1.27 -1.14 0.3715
H 1.33 0.31 -1.70 0.4657
H 2.20 1.91 0.19 0.3850
H 0.57 2.49 -0.27 0.2712
H 1.32 1.11 2.30 0.3856
H -0.31 1.70 1.84 0.2934
H -0.16 -1.00 1.80 0.4292
H 1.36 -1.59 -0.08 0.4150
O -0.18 -2.23 -1.35 -0.5483
H -2.86 -0.94 -0.58 0.2919
H -0.61 -3.07 -0.91 0.3620
```

## Properties
Gap between HOMO and LUMO = 9.730 eV
Total charge = 0
HOMO = -9.20 eV
Energy above the lowest of the compared OMol25 structures with the same formula, charge and spin = 225.2 kJ/mol
Energy = -13457.6078 eV
Multiplicity = 1

Density functional theory data (wB97M-V/def2-TZVPD) for one molecule with the formula C6H10N2O2 at a distorted geometry.

XYZ file:
```
20
Properties=species:S:1:pos:R:3:mulliken_charge:R:1
C -1.95 0.48 -1.26 -1.4784
C -1.17 0.73 -0.02 0.8854
C -1.64 -0.28 1.16 -1.5352
C 0.28 0.67 -0.03 -0.0323
O 1.00 1.72 -0.09 -0.2661
N 2.33 1.34 -0.33 -0.1338
C 2.53 -0.06 -0.30 0.2087
O 3.64 -0.55 -0.46 -0.6921
C 1.27 -0.69 -0.11 0.1745
N 0.97 -2.07 0.16 -0.5651
H -2.97 0.97 -1.08 0.3129
H -2.12 -0.61 -1.25 0.3472
H -1.56 0.81 -2.12 0.4464
H -1.37 1.89 0.28 0.2353
H -0.79 -0.76 1.54 0.3961
H -2.38 -0.92 0.84 0.4592
H -1.98 0.25 2.01 0.3479
H 3.12 1.99 0.06 0.2882
H 0.91 -2.36 1.14 0.2445
H 1.88 -2.54 -0.15 0.3567
```

## Properties
SMILES = CC(C)c1o[nH]c(=O)c1N
Gap between HOMO and LUMO = 8.444 eV
Total charge = 0
HOMO = -7.78 eV
Energy above the lowest of the compared OMol25 structures with the same formula, charge and spin = 489.2 kJ/mol
Energy = -13454.8713 eV
Multiplicity = 1

Density functional theory data (wB97M-V/def2-TZVPD) for one molecule with the formula C6H10N2O2S at a distorted geometry.

XYZ file:
```
21
Properties=species:S:1:pos:R:3:mulliken_charge:R:1
C -2.77 1.28 -0.06 -0.8847
N -1.63 0.51 -0.58 -0.1506
C -0.40 1.22 -0.16 -0.5510
C 0.65 0.18 -0.39 0.0191
C 1.90 0.17 0.09 -0.4421
C 2.36 -1.30 -0.02 -0.6569
C 1.01 -2.08 -0.18 -0.7241
N 0.07 -1.05 -0.54 0.0171
S -1.52 -1.06 0.01 0.9909
O -1.45 -1.14 1.48 -0.6128
O -2.42 -1.87 -0.75 -0.6201
H -3.59 0.42 0.10 0.2584
H -2.61 1.74 0.97 0.3377
H -3.22 1.91 -0.71 0.3770
H -0.56 1.49 0.88 0.3640
H -0.41 2.11 -0.77 0.4146
H 2.42 1.09 0.30 0.4207
H 3.02 -1.55 -1.00 0.1997
H 3.03 -1.48 0.74 0.4156
H 1.17 -2.80 -0.86 0.3693
H 0.82 -2.46 0.74 0.4582
```

## Properties
SMILES = CN1CC2=CCCN2S1(=O)=O
Gap between HOMO and LUMO = 9.166 eV
Total charge = 0
HOMO = -8.38 eV
Energy above the lowest of the compared OMol25 structures with the same formula, charge and spin = 423.2 kJ/mol
Energy = -24291.4223 eV
Multiplicity = 1

Number 1 is which compound?
C6H10N2O

The lowest energy belongs to which entry?
C6H10N2O2S

What is the formula in the fourth record?
C6H10N2O2

Copy entry 4 word for word.
Density functional theory data (wB97M-V/def2-TZVPD) for C6H10N2O2 as an isolated structure at a distorted geometry.

XYZ file:
```
20
Properties=species:S:1:pos:R:3:mulliken_charge:R:1
O -1.52 0.91 -0.26 -0.6337
C -0.51 -0.06 -0.30 1.0613
C -1.06 -1.29 -1.01 0.2846
N -2.26 -1.70 -0.89 -0.7884
C 0.95 0.35 -0.67 -0.4821
C 1.14 1.64 0.14 -0.6732
C 0.57 1.13 1.50 -0.7659
C 0.22 -0.30 1.06 -0.4223
N 1.46 -0.66 0.31 -0.7026
H -1.66 1.27 -1.14 0.3715
H 1.33 0.31 -1.70 0.4657
H 2.20 1.91 0.19 0.3850
H 0.57 2.49 -0.27 0.2712
H 1.32 1.11 2.30 0.3856
H -0.31 1.70 1.84 0.2934
H -0.16 -1.00 1.80 0.4292
H 1.36 -1.59 -0.08 0.4150
O -0.18 -2.23 -1.35 -0.5483
H -2.86 -0.94 -0.58 0.2919
H -0.61 -3.07 -0.91 0.3620
```

## Properties
Gap between HOMO and LUMO = 9.730 eV
Total charge = 0
HOMO = -9.20 eV
Energy above the lowest of the compared OMol25 structures with the same formula, charge and spin = 225.2 kJ/mol
Energy = -13457.6078 eV
Multiplicity = 1